9
Properties=species:S:1:pos:R:3:nbo_charge:R:1 method="wB97M-V/def2-TZVPD" charge=0 total_energy_ha=-466.5556 de_lowest_kcal_mol=195.91 e_lumo_ev=-2.02 molar_mass_g_mol=115.048 largest_force_ev_per_a=8.68
C 1.41355 1.13024 -0.08833 0.431
C -1.25151 0.58788 0.10867 0.503
N 2.31461 1.79858 -0.18596 -0.324
N -0.03500 -0.03396 0.18689 -0.278
N 0.27267 -1.36343 -0.01894 0.641
O 1.43255 -1.63270 -0.09173 -0.316
O -1.40585 1.76755 0.03696 -0.486
O -0.67232 -2.09752 -0.09023 -0.351
H -2.06870 -0.15664 0.14268 0.180

---

68
Properties=species:S:1:pos:R:3:nbo_charge:R:1 method="wB97M-V/def2-TZVPD" charge=0 total_energy_ha=-4226.0785 e_lumo_ev=0.02 molar_mass_g_mol=481.358 largest_force_ev_per_a=8.32
C -4.06003 2.57510 2.37397 -0.647
C -4.68404 2.24015 0.89628 -0.761
P -3.59149 2.75806 -0.58414 1.056
C -2.21184 4.01689 -0.02915 -0.982
O -2.82584 1.27887 -1.20253 -0.736
C -1.78194 0.81110 -0.27787 0.982
O -1.94219 0.55547 1.03103 -0.627
O -0.41087 0.52547 -0.81771 -0.547
C -0.15049 -0.85958 -0.32288 -0.110
C 0.96408 -1.59325 -1.30397 -0.243
C 2.20718 -0.56731 -1.61114 -0.662
Br 1.62517 -3.23770 -0.36184 -0.038
H -2.91609 2.82086 2.39148 0.218
H -4.19599 1.58347 3.02472 0.230
H -4.69056 3.40042 2.96266 0.218
H -5.75871 2.74897 0.80773 0.253
H -4.86673 1.08669 0.80197 0.254
H -2.21258 4.90358 -0.81659 0.279
H -2.57560 4.49798 0.99994 0.246
H -1.16436 3.51108 0.09832 0.237
H -1.13828 -1.52246 -0.41505 0.209
H 0.28446 -0.88791 0.76961 0.219
H 0.35613 -1.90995 -2.28145 0.238
H 2.76443 -0.30700 -0.58834 0.234
H 3.00480 -1.14650 -2.25856 0.229
H 1.82938 0.41577 -2.15205 0.250
C 3.06516 1.83943 1.74826 -0.247
O 4.18406 1.83564 0.88090 -0.728
H 2.56856 0.86799 1.69165 0.181
H 3.39853 2.01660 2.77373 0.171
H 2.36696 2.62159 1.44041 0.159
H 4.60427 2.70963 0.95253 0.466
C 2.00446 -7.19372 -1.63915 -0.251
O 1.19245 -6.62412 -0.62898 -0.729
H 1.82427 -8.27066 -1.67455 0.179
H 1.74921 -6.75181 -2.60543 0.157
H 3.05671 -7.00995 -1.40890 0.179
H 1.37378 -5.66880 -0.62123 0.458
C -3.89716 5.11675 -3.86684 -0.246
O -2.90805 4.39068 -3.16064 -0.730
H -4.63582 5.49444 -3.15604 0.185
H -3.43157 5.95773 -4.38657 0.162
H -4.39022 4.45801 -4.58586 0.167
H -2.26698 4.06826 -3.81689 0.467
C 0.24546 3.49701 3.20428 -0.244
O -0.43314 2.29030 3.50026 -0.725
H 0.67600 3.89746 4.12503 0.184
H 1.04530 3.29966 2.48634 0.154
H -0.46041 4.22087 2.78979 0.157
H -0.80423 1.95868 2.66486 0.475
C 5.28314 -1.20043 2.92335 -0.244
O 4.60454 -2.40713 3.21933 -0.721
H 5.71367 -0.79997 3.84410 0.181
H 6.08298 -1.39778 2.20542 0.161
H 4.57727 -0.47656 2.50886 0.162
H 4.23344 -2.73876 2.38393 0.462
C 5.31188 -4.15396 -2.74049 -0.245
O 4.58153 -5.06450 -1.93939 -0.729
H 6.11023 -4.69428 -3.25450 0.186
H 4.64591 -3.70229 -3.47980 0.159
H 5.74911 -3.37884 -2.10642 0.162
H 3.88061 -4.55678 -1.49611 0.465
C -5.53263 -2.32147 0.22606 -0.246
O -5.82228 -1.30396 -0.71469 -0.722
H -6.42290 -2.93876 0.36706 0.185
H -4.71610 -2.94361 -0.14856 0.161
H -5.25156 -1.86802 1.17970 0.162
H -5.01444 -0.77289 -0.81925 0.464

---

15
Properties=species:S:1:pos:R:3:nbo_charge:R:1 method="wB97M-V/def2-TZVPD" charge=+1 total_energy_ha=-735.3151 de_lowest_kcal_mol=85.72 e_lumo_ev="-6.22 / -5.46" molar_mass_g_mol=131.184 largest_force_ev_per_a=4.06
C -1.39438 -1.25380 -0.61093 0.041
C 0.92574 0.75453 -0.05299 0.421
C 0.64147 -1.56048 0.38774 -0.083
N -0.31841 -1.86241 -0.65249 -0.334
N -2.74470 1.00258 -0.20613 -0.822
N 1.53412 -0.44178 0.00124 -0.599
N 1.40985 1.99177 -0.09907 -0.784
S -1.81191 0.10299 0.64892 0.820
H -2.29685 -1.21007 -1.17003 0.233
H 0.20212 -1.39101 1.42415 0.198
H 1.37609 -2.36616 0.44364 0.235
H -3.26721 1.79552 0.13392 0.415
H 2.48327 -0.46422 0.25603 0.408
H 2.41924 2.16776 0.02110 0.408
H 0.84157 2.73477 -0.52510 0.442

---

15
Properties=species:S:1:pos:R:3:nbo_charge:R:1 method="wB97M-V/def2-TZVPD" charge=0 total_energy_ha=-287.8226 de_lowest_kcal_mol=6.18 e_lumo_ev=0.90 molar_mass_g_mol=87.122 largest_force_ev_per_a=0.34
C -0.97256 -0.15927 2.20646 -0.601
C -1.08820 -0.07321 0.69058 -0.495
C 0.26882 -0.19134 0.00701 0.676
O 1.24737 -0.66224 0.56399 -0.630
N 0.29588 0.25829 -1.28108 -0.618
C 1.48953 0.20360 -2.09582 -0.424
H -0.37884 0.67146 2.60014 0.212
H -1.96255 -0.12917 2.67243 0.206
H -0.47130 -1.08577 2.49624 0.227
H -1.72392 -0.88443 0.31076 0.223
H -1.56977 0.86504 0.38694 0.207
H -0.55256 0.62630 -1.68145 0.389
H 1.73468 1.19331 -2.49550 0.194
H 2.30341 -0.13268 -1.45112 0.242
H 1.38001 -0.49989 -2.92958 0.192

---

24
Properties=species:S:1:pos:R:3:nbo_charge:R:1 method="wB97M-V/def2-TZVPD" charge=+4 total_energy_ha=-1774.7530 e_lumo_ev="-15.79 / -17.21" molar_mass_g_mol=451.789 largest_force_ev_per_a=10.20
In 0.47292 0.74102 -6.28191 1.150
Y -0.33886 0.45928 -0.60391 2.138
Cl -0.96477 2.66133 -6.16931 -0.392
Cl 1.97786 -0.02839 -1.16047 -0.444
C -0.72661 -0.94705 1.10408 0.370
C -0.01348 1.18484 -8.67106 0.434
C 0.55017 -1.26924 -8.22536 0.456
O -0.83474 -1.52402 2.11549 -0.204
O -0.61909 1.87652 -9.38977 -0.312
O 0.70754 -2.00336 -9.08559 -0.333
N 0.39255 1.69930 1.16262 -1.002
C 0.34531 1.43259 2.62812 0.328
C -0.92119 1.34461 3.17100 -0.266
C -1.00544 0.85248 4.47362 -0.083
C 0.14478 0.47897 5.16674 0.112
C 1.40435 0.60476 4.57913 -0.071
C 1.52612 1.11047 3.27760 -0.238
H 0.09177 2.67254 0.95796 0.462
H 1.36429 1.66901 0.80474 0.456
H -1.80546 1.51596 2.53868 0.257
H -1.96955 0.71802 4.95008 0.297
H 0.05447 0.05903 6.16862 0.294
H 2.26524 0.27568 5.15178 0.303
H 2.48611 1.15303 2.74301 0.288